Entry 1:
The following is a DFT calculation (ωB97M-V/def2-TZVPD) of a structure of composition C16H18N5PtS.

Results
net charge = +1
lowest unoccupied orbital energy = -5.06 eV

Positions of all 41 atoms, in Å:
Pt -0.317 -0.799 0.380
C -3.792 -0.057 2.741
C -2.762 -0.112 1.673
N -1.527 -0.645 1.923
N -1.210 -1.087 3.116
C -0.048 -1.662 3.257
N 0.421 -1.962 4.477
S 0.960 -2.066 1.861
C -2.925 0.369 0.373
C -4.100 1.018 -0.088
C -4.170 1.478 -1.370
C -3.063 1.301 -2.227
C -1.946 0.654 -1.752
N -1.853 0.193 -0.503
H -3.381 -0.487 3.648
H -4.682 -0.615 2.457
H -4.097 0.968 2.945
H -0.163 -1.787 5.277
H 1.224 -2.557 4.579
H -4.925 1.122 0.595
H -5.061 1.962 -1.738
H -3.083 1.663 -3.240
H -1.077 0.495 -2.379
C 1.962 1.236 0.823
C 2.707 0.786 -0.394
C 3.937 1.308 -0.705
C 4.631 0.917 -1.847
C 4.064 -0.015 -2.712
C 2.840 -0.585 -2.463
C 2.234 -1.605 -3.365
C 2.113 -0.214 -1.265
N 0.976 -0.759 -1.018
H 2.443 2.104 1.268
H 1.962 0.443 1.581
H 0.927 1.511 0.572
H 4.368 2.057 -0.053
H 5.599 1.342 -2.062
H 4.600 -0.305 -3.603
H 2.878 -1.794 -4.219
H 1.255 -1.279 -3.716
H 2.077 -2.537 -2.824

Mulliken population analysis, charges in e, atoms 1 to 5: 0.194, -1.465, 1.189, 1.023, -1.215



Entry 2:
The following is a DFT calculation (ωB97M-V/def2-TZVPD) of a structure of composition C16H18NO2PtS.

Results
net charge = -1
multiplicity = 3
expectation value of S² = 2.02
lowest unoccupied orbital energy (alpha / beta) = 2.44 / 1.61 eV

Positions of all 39 atoms, in Å:
Pt 2.162 1.643 0.608
C 0.601 2.985 2.929
N 0.807 1.763 2.151
C -0.373 1.494 1.326
C 1.106 0.633 3.046
C 1.769 -0.520 2.335
C 1.673 -1.827 2.830
C 2.360 -2.871 2.205
C 3.153 -2.614 1.089
C 3.262 -1.315 0.597
C 2.578 -0.274 1.223
H -0.237 2.894 3.629
H 0.409 3.836 2.267
H 1.503 3.234 3.501
H -1.276 1.352 1.930
H -0.235 0.605 0.702
H -0.552 2.328 0.637
H 0.195 0.295 3.557
H 1.812 0.950 3.824
H 1.070 -2.038 3.711
H 2.282 -3.882 2.596
H 3.693 -3.425 0.605
H 3.881 -1.101 -0.268
O -4.906 -0.526 -4.763
C -3.852 -1.320 -4.469
O -3.770 -2.450 -4.922
C -2.820 -0.731 -3.560
C -2.804 0.612 -3.151
C -1.797 1.078 -2.299
C -0.795 0.215 -1.865
S 0.439 0.805 -0.838
C -0.791 -1.116 -2.270
C -1.802 -1.587 -3.113
H -4.935 0.319 -4.287
H -3.533 1.342 -3.475
H -1.794 2.120 -1.985
H -0.006 -1.791 -1.939
H -1.780 -2.629 -3.423
H 3.299 1.513 -0.673

Mulliken population analysis, charges in e, atoms 1 to 5: -0.103, -1.117, 0.481, -1.463, -0.756



Entry 3:
The following is a DFT calculation (ωB97M-V/def2-TZVPD) of a structure of composition C16H19Br27N3O3.

Results
net charge = +1
lowest unoccupied orbital energy = -5.20 eV

Positions of all 68 atoms, in Å:
N 0.767 3.481 2.479
C 0.284 2.179 1.806
C 0.297 1.051 3.040
C 1.738 0.327 3.485
C 3.158 0.639 2.726
C 4.412 0.305 3.734
O 4.833 -0.970 3.852
O 5.045 1.441 4.442
C 1.641 -0.744 4.767
C 0.088 -0.916 5.366
N -1.118 -0.227 4.831
N -0.942 0.640 3.796
O -2.086 1.277 3.373
H 0.989 3.245 3.486
H -0.080 4.118 2.564
H -0.792 2.404 1.403
H 1.071 1.947 0.969
H 3.195 1.703 2.241
H 3.234 -0.148 1.832
H 4.484 2.254 4.222
H 2.576 -1.303 5.216
H -0.015 -1.662 6.287
H -2.513 0.745 2.626
C -0.595 -4.440 3.338
Br 1.027 -5.451 2.977
Br -1.551 -5.133 4.884
Br -0.239 -2.534 3.502
H -1.252 -4.569 2.472
C -0.493 -1.501 -0.878
Br 0.004 -0.614 0.780
Br -1.569 -3.089 -0.555
Br -1.360 -0.280 -2.120
H 0.435 -1.835 -1.353
C -2.765 2.311 -5.072
Br -0.980 1.632 -5.442
Br -4.107 0.905 -5.156
Br -2.836 3.279 -3.386
H -3.004 3.029 -5.863
C 6.971 0.764 0.372
Br 8.593 -0.246 0.011
Br 6.015 0.071 1.918
Br 7.327 2.670 0.535
H 6.314 0.635 -0.495
C 4.939 -6.599 3.187
Br 6.561 -7.609 2.826
Br 3.983 -7.292 4.732
Br 5.295 -4.693 3.350
H 4.282 -6.728 2.320
C -7.537 2.232 -4.087
Br -7.040 3.119 -2.429
Br -8.613 0.643 -3.764
Br -8.404 3.452 -5.329
H -6.609 1.898 -4.562
C -7.381 -2.125 -0.729
Br -5.596 -2.804 -1.099
Br -8.722 -3.531 -0.813
Br -7.452 -1.157 0.957
H -7.620 -1.407 -1.520
C -9.695 2.314 -9.454
Br -9.318 4.171 -9.015
Br -9.210 1.892 -11.290
Br -8.872 1.089 -8.187
H -10.779 2.180 -9.371
C 10.339 2.651 -2.843
Br 11.770 2.193 -4.079
Br 10.351 4.543 -2.390
Br 8.601 2.077 -3.503
H 10.527 2.099 -1.917

Mulliken population analysis, charges in e, atoms 1 to 5: -0.610, -0.351, -0.847, 0.918, -0.461